This record from the OMol25 dataset describes C27H22IKN6O2S4 as an isolated structure. The level of theory is ωB97M-V/def2-TZVPD.

Structure (ORCA input):
```
! RIJCOSX wB97M-V def2-TZVPD def2/J DEFGRID3
* xyz -2 1
I -1.07 0.96 9.16
K -0.53 1.12 0.05
S -2.50 -1.41 -1.88
S 2.24 1.17 -1.31
S -3.04 1.90 -1.72
S 1.68 4.19 -1.26
O 0.51 -1.39 2.73
O -0.95 0.23 2.16
N 0.58 -1.27 -0.60
N 0.44 -0.46 -3.82
N -0.66 0.41 -5.54
N 0.87 -1.06 -4.91
N 0.22 -0.49 -5.89
N 0.42 -0.86 -7.22
C -0.49 0.43 -4.22
C -4.00 -0.71 -1.23
C -6.38 0.23 -0.16
C 0.07 -0.50 6.77
C -0.30 -2.27 -0.51
C 4.87 1.77 -0.56
C 2.89 -0.44 -0.79
C 2.31 -2.86 -0.99
C 1.40 -3.89 -0.91
C 3.28 3.61 -0.88
C -5.41 1.11 -0.60
C -1.52 1.22 6.18
C -0.27 -0.45 2.97
C 3.59 2.22 -0.87
C -0.81 0.51 7.13
C -6.18 -1.15 -0.26
C -1.34 0.91 4.84
C 0.07 -3.60 -0.66
C -4.99 -1.59 -0.80
C -4.18 0.70 -1.16
C -0.46 -0.10 4.45
C 0.24 -0.79 5.42
C 4.34 4.47 -0.56
C 5.89 2.66 -0.24
C 5.61 4.02 -0.24
C -1.74 -1.90 -0.29
C 1.87 -1.55 -0.81
H -2.21 2.00 6.48
H -4.80 -2.66 -0.90
H 6.88 2.28 0.01
H -6.94 -1.85 0.08
H 0.49 0.02 -7.73
H 0.62 -1.04 7.53
H 3.26 -0.35 0.24
H -1.04 1.08 -3.56
H 4.13 5.53 -0.56
H 1.35 -1.29 -7.23
H -5.57 2.18 -0.51
H -1.88 1.44 4.06
H 3.36 -3.05 -1.18
H 1.73 -4.92 -1.04
H -7.30 0.62 0.26
H -2.29 -2.74 0.13
H 3.73 -0.74 -1.41
H -1.82 -1.06 0.40
H -0.68 -4.38 -0.59
H 6.39 4.73 0.00
H 5.09 0.71 -0.56
H 0.91 -1.57 5.10
*
```

The frontier orbital gap is 4.732 eV. The calculation puts the relative energy (zero: lowest compared OMol25 entry of this formula, charge and spin) at 1.4483 eV. Its HOMO energy is -0.05499 hartree.

Atom charges from the Mulliken analysis, given in e for atoms 1 to 8:
1. I -0.0095
2. K 0.9410
3. S -0.0385
4. S 0.0186
5. S -0.4915
6. S -0.5495
7. O -0.7191
8. O -0.7479

***

This record from the OMol25 dataset describes an isolated ion of composition C3H7IN3 and charge +1. The level of theory is ωB97M-V/def2-TZVPD.

Structure (ORCA input):
```
! RIJCOSX wB97M-V def2-TZVPD def2/J DEFGRID3
* xyz 1 1
I 0.71 1.90 -2.56
N -0.57 -0.52 0.70
N 0.20 0.52 0.09
N -0.98 -0.55 -1.66
C -0.03 0.52 -1.26
C -1.28 -1.26 -0.50
C 1.40 0.96 0.75
H -0.94 -2.30 -0.56
H 2.01 1.51 0.03
H 0.01 -1.16 1.26
H -1.30 -0.12 1.32
H 1.15 1.64 1.57
H -2.36 -1.26 -0.31
H 1.98 0.12 1.12
*
```

The frontier orbital gap is 9.319 eV. The calculation puts the relative energy (zero: lowest compared OMol25 entry of this formula, charge and spin) at 2.4429 eV. Its HOMO energy is -0.48062 hartree. As for the SMILES: CN1[NH2+]CN=C1I.

Atom charges from the Mulliken analysis, given in e for atoms 1 to 8:
1. I 0.3193
2. N -0.1148
3. N -0.0387
4. N -0.3863
5. C 0.0797
6. C -0.3203
7. C -0.7991
8. H 0.2985

***

This record from the OMol25 dataset describes H14NaO7 as an isolated structure. The level of theory is ωB97M-V/def2-TZVPD.

Structure (ORCA input):
```
! RIJCOSX wB97M-V def2-TZVPD def2/J DEFGRID3
* xyz 1 1
Na 0.23 -0.05 0.13
O 1.06 -1.66 2.11
O 0.47 1.01 -2.23
O 2.59 -0.77 -1.22
O -1.46 -0.97 1.95
O -2.07 1.26 -0.24
O -1.02 -1.35 -2.13
O 0.23 1.64 1.86
H 0.11 1.84 -2.54
H -0.70 1.46 2.03
H -0.57 -0.57 -2.46
H 1.93 -1.93 1.82
H -1.52 -0.30 2.63
H -1.88 -1.03 -1.86
H 2.35 -1.68 -1.43
H -2.02 2.20 -0.08
H -2.97 1.11 -0.53
H 0.26 2.58 1.70
H 1.10 -1.71 3.06
H 1.22 0.84 -2.80
H -0.59 -1.36 2.07
H 3.25 -0.54 -1.87
*
```

The frontier orbital gap is 11.353 eV. The calculation puts the relative energy (zero: lowest compared OMol25 entry of this formula, charge and spin) at 0.7870 eV. Its HOMO energy is -0.53709 hartree.

Atom charges from the Mulliken analysis, given in e for atoms 1 to 8:
1. Na 0.7130
2. O -0.6400
3. O -0.5065
4. O -0.6020
5. O -0.6235
6. O -0.4987
7. O -0.6219
8. O -0.5862

***

This record from the OMol25 dataset describes one molecule with the formula H3NP2. The level of theory is ωB97M-V/def2-TZVPD.

Structure (ORCA input):
```
! RIJCOSX wB97M-V def2-TZVPD def2/J DEFGRID3
* xyz 0 1
P -0.39 0.05 -0.21
P 1.07 -0.06 1.44
N 0.05 -1.18 -0.96
H -1.01 1.05 -1.00
H 1.77 0.14 0.21
H -1.49 0.01 0.52
*
```

The frontier orbital gap (spin up / spin down) is 6.623 / 6.830 eV. The calculation puts the relative energy (zero: lowest compared OMol25 entry of this formula, charge and spin) at 3.9165 eV. Its HOMO energy (spin up / spin down) is -0.33316 / -0.33966 hartree.

And the Mulliken charges, in e, turn out to be:
1. P 0.1549
2. P 0.0147
3. N -0.3816
4. H 0.0893
5. H 0.0871
6. H 0.0357

***

This record from the OMol25 dataset describes a 4-piece molecular cluster, C3H15N2O3 overall. The level of theory is ωB97M-V/def2-TZVPD.

Structure (ORCA input):
```
! RIJCOSX wB97M-V def2-TZVPD def2/J DEFGRID3
* xyz 1 1
O -1.16 2.43 1.95
O -1.67 -2.46 1.79
O 3.21 -4.65 -0.15
N 1.84 0.72 -1.95
N -1.32 0.43 0.14
C -0.64 2.35 -1.12
C -0.31 0.95 -0.75
C 0.88 0.31 -1.04
H -0.80 2.98 -0.23
H -1.39 2.49 -1.94
H -2.19 -2.56 2.58
H -1.28 0.95 1.00
H 0.94 -0.67 -0.48
H -0.85 -2.90 1.87
H -1.91 2.75 2.53
H -0.31 2.69 2.38
H -1.34 -0.56 0.54
H 1.64 1.24 -2.75
H 0.39 2.63 -1.58
H 2.70 0.44 -1.91
H 3.53 -5.45 -0.42
H 2.33 -4.69 -0.22
H -2.30 0.56 -0.24
*
```

The frontier orbital gap is 9.192 eV. The calculation puts the relative energy (zero: lowest compared OMol25 entry of this formula, charge and spin) at 2.4598 eV. Its HOMO energy is -0.44698 hartree.

Atom charges from the Mulliken analysis, given in e for atoms 1 to 8:
1. O -0.6742
2. O -0.6526
3. O -0.5807
4. N -0.4403
5. N -0.1614
6. C -0.9700
7. C 0.1431
8. C -0.0181

***

This record from the OMol25 dataset describes one molecule with the formula C9H7FN2O. The level of theory is ωB97M-V/def2-TZVPD.

Structure (ORCA input):
```
! RIJCOSX wB97M-V def2-TZVPD def2/J DEFGRID3
* xyz 0 1
F 2.53 0.93 0.49
O -0.29 2.45 -0.55
N 1.60 2.78 1.50
N 0.68 0.08 3.13
C -1.22 -2.50 -1.26
C 1.38 1.44 1.06
C -1.96 -1.42 -1.71
C 0.43 -1.09 -0.20
C -1.59 -0.17 -1.18
C 1.08 0.64 2.21
C 0.05 1.38 -0.15
C -0.36 0.02 -0.48
C -0.01 -2.35 -0.60
H -1.56 -3.52 -1.61
H 1.44 3.01 2.44
H -2.24 0.62 -1.50
H 0.43 -3.22 -0.43
H -2.85 -1.51 -2.21
H 1.15 3.37 0.81
H 1.30 -0.95 0.26
*
```

The frontier orbital gap is 9.480 eV. The calculation puts the relative energy (zero: lowest compared OMol25 entry of this formula, charge and spin) at 0.0000 eV. Its HOMO energy is -0.36773 hartree. As for the SMILES: N#C[C@@](N)(F)C(=O)c1ccccc1.

Atom charges from the Mulliken analysis, given in e for atoms 1 to 8:
1. F -0.2726
2. O -0.5722
3. N -0.6259
4. N -0.4448
5. C -0.2344
6. C 0.8087
7. C -0.6359
8. C -0.2225

***

The evaluated F_max for the records listed, in turn: 1.4 8.0 0.8 3.7 7.0 4.1 eV/A.